Record 1
{
  "formula": "C34H94N8O10",
  "method": "ωB97M-V/def2-TZVPD",
  "elements": ["C", "C", "O", "O", "H", "H", "H", "H", "H", "H", "C", "C", "C", "O", "C", "N", "H", "H", "H", "H", "H", "H", "H", "H", "H", "H", "H", "C", "C", "C", "O", "C", "N", "H", "H", "H", "H", "H", "H", "H", "H", "H", "H", "H", "C", "C", "C", "O", "C", "N", "H", "H", "H", "H", "H", "H", "H", "H", "H", "H", "H", "C", "C", "C", "O", "C", "N", "H", "H", "H", "H", "H", "H", "H", "H", "H", "H", "H", "C", "C", "C", "O", "C", "N", "H", "H", "H", "H", "H", "H", "H", "H", "H", "H", "H", "C", "C", "C", "O", "C", "N", "H", "H", "H", "H", "H", "H", "H", "H", "H", "H", "H", "C", "C", "C", "O", "C", "N", "H", "H", "H", "H", "H", "H", "H", "H", "H", "H", "H", "C", "C", "C", "O", "C", "N", "H", "H", "H", "H", "H", "H", "H", "H", "H", "H", "H"],
  "coordinates": [[1.46, 4.49, 1.59], [0.83, 4.74, 0.26], [1.83, 5.14, -0.66], [0.43, 4.10, 2.45], [2.13, 5.31, 1.88], [2.14, 3.64, 1.58], [0.01, 5.46, 0.18], [0.42, 3.88, -0.26], [1.87, 6.09, -0.78], [0.84, 3.95, 3.30], [1.20, -2.03, -4.75], [0.56, -3.06, -3.84], [1.56, -3.64, -2.74], [0.77, -4.29, -1.76], [1.71, -4.91, -0.85], [-0.54, -2.36, -3.12], [0.59, -1.68, -5.59], [2.09, -2.45, -5.22], [1.60, -1.17, -4.22], [0.15, -3.89, -4.41], [2.04, -2.76, -2.30], [2.33, -4.24, -3.23], [1.90, -4.33, 0.06], [2.68, -5.21, -1.25], [1.25, -5.83, -0.49], [-0.21, -1.43, -2.90], [-0.45, -2.73, -2.19], [4.40, -8.98, 1.75], [4.03, -7.55, 1.23], [3.42, -6.83, 2.39], [3.03, -5.49, 2.01], [1.95, -4.94, 2.82], [5.12, -6.82, 0.64], [4.92, -9.64, 1.06], [3.62, -9.53, 2.27], [5.20, -8.83, 2.48], [3.26, -7.46, 0.46], [4.12, -6.86, 3.22], [2.51, -7.34, 2.71], [1.85, -3.90, 2.50], [2.29, -4.93, 3.86], [1.03, -5.51, 2.68], [4.76, -5.90, 0.49], [5.30, -7.22, -0.27], [0.80, -1.26, 0.59], [-0.39, -0.45, 0.04], [-0.64, 0.89, 0.81], [-1.83, 1.51, 0.31], [-2.28, 2.65, 0.98], [-0.02, -0.20, -1.36], [1.77, -0.78, 0.55], [0.93, -2.15, -0.03], [0.72, -1.56, 1.64], [-1.30, -1.06, 0.01], [0.23, 1.54, 0.65], [-0.88, 0.69, 1.86], [-3.08, 3.08, 0.37], [-1.49, 3.39, 1.02], [-2.74, 2.41, 1.94], [-0.58, 0.57, -1.68], [0.95, 0.04, -1.51], [-5.50, -1.49, -3.70], [-4.83, -0.43, -2.74], [-4.04, -1.09, -1.56], [-4.87, -1.78, -0.68], [-4.13, -2.52, 0.36], [-3.86, 0.32, -3.54], [-6.23, -1.00, -4.33], [-5.96, -2.30, -3.14], [-4.75, -1.99, -4.31], [-5.65, 0.16, -2.32], [-3.56, -0.24, -1.08], [-3.27, -1.72, -2.01], [-3.77, -1.81, 1.11], [-3.23, -3.00, -0.01], [-4.78, -3.29, 0.77], [-3.62, -0.44, -4.17], [-3.09, 0.64, -2.97], [-5.78, 3.40, 3.28], [-5.10, 4.55, 2.51], [-5.45, 4.68, 1.01], [-4.50, 5.50, 0.33], [-4.88, 5.78, -0.98], [-5.46, 5.85, 3.11], [-5.51, 2.41, 2.91], [-6.86, 3.31, 3.22], [-5.59, 3.47, 4.36], [-4.02, 4.48, 2.67], [-6.47, 5.07, 1.00], [-5.43, 3.70, 0.53], [-4.08, 6.36, -1.45], [-5.84, 6.29, -1.03], [-5.01, 4.83, -1.51], [-5.12, 6.51, 2.43], [-4.84, 5.95, 3.90], [-2.01, 5.52, -4.09], [-1.16, 4.91, -3.04], [-1.07, 3.37, -3.18], [-0.47, 2.93, -4.37], [0.06, 1.59, -4.31], [0.15, 5.52, -3.30], [-2.01, 6.61, -4.06], [-3.06, 5.25, -3.99], [-1.72, 5.21, -5.10], [-1.42, 5.23, -2.03], [-2.07, 2.92, -3.18], [-0.50, 2.91, -2.37], [0.80, 1.58, -3.51], [0.56, 1.41, -5.27], [-0.76, 0.88, -4.29], [0.80, 5.16, -2.62], [0.43, 4.87, -4.02], [4.09, 1.18, -3.52], [3.63, 0.20, -2.46], [4.79, -0.30, -1.60], [4.26, -1.19, -0.64], [5.27, -1.82, 0.17], [2.75, 0.95, -1.63], [4.71, 0.75, -4.30], [4.52, 2.03, -3.00], [3.29, 1.58, -4.14], [3.10, -0.68, -2.83], [5.36, 0.51, -1.16], [5.45, -0.91, -2.21], [4.85, -2.66, 0.71], [5.73, -1.11, 0.86], [6.14, -2.26, -0.32], [3.14, 1.87, -1.49], [2.89, 0.47, -0.75], [-0.36, -1.34, 4.76], [0.86, -1.31, 5.66], [1.44, 0.14, 5.75], [2.52, 0.12, 6.70], [3.52, 1.03, 6.40], [0.40, -1.93, 6.93], [-1.18, -0.73, 5.15], [-0.73, -2.35, 4.59], [-0.09, -0.84, 3.83], [1.70, -1.89, 5.27], [0.69, 0.79, 6.20], [1.80, 0.53, 4.80], [4.28, 1.01, 7.18], [3.11, 2.03, 6.38], [4.02, 0.83, 5.45], [-0.54, -1.63, 7.15], [0.94, -1.45, 7.64]],
  "charge": -1,
  "spin_multiplicity": 2,
  "de_lowest_ev": 0.000,
  "s2": 0.7507,
  "e_tot_ev": -69170.64782,
  "e_lumo_ev": [2.18, 2.14]
}

Record 2
{
  "formula": "C34H94N8O9",
  "method": "ωB97M-V/def2-TZVPD",
  "elements": ["C", "O", "C", "C", "C", "N", "H", "H", "H", "H", "H", "H", "H", "H", "H", "H", "H", "C", "O", "C", "C", "C", "N", "H", "H", "H", "H", "H", "H", "H", "H", "H", "H", "H", "C", "O", "C", "C", "C", "N", "H", "H", "H", "H", "H", "H", "H", "H", "H", "H", "H", "C", "O", "C", "C", "C", "N", "H", "H", "H", "H", "H", "H", "H", "H", "H", "H", "H", "C", "O", "C", "C", "C", "N", "H", "H", "H", "H", "H", "H", "H", "H", "H", "H", "H", "C", "O", "C", "C", "C", "N", "H", "H", "H", "H", "H", "H", "H", "H", "H", "H", "H", "C", "O", "C", "C", "C", "N", "H", "H", "H", "H", "H", "H", "H", "H", "H", "H", "H", "C", "O", "C", "C", "C", "N", "H", "H", "H", "H", "H", "H", "H", "H", "H", "H", "H", "C", "C", "O", "H", "H", "H", "H", "H", "H"],
  "coordinates": [[1.57, 2.41, 5.94], [2.48, 1.38, 6.35], [1.79, 0.16, 6.64], [2.52, -1.04, 5.89], [4.00, -1.11, 6.13], [2.40, -0.79, 4.44], [1.00, 2.88, 6.74], [0.91, 2.09, 5.14], [2.14, 3.25, 5.55], [1.90, -0.05, 7.70], [0.72, 0.12, 6.47], [2.00, -1.96, 6.16], [4.39, -2.00, 5.64], [4.22, -1.13, 7.20], [4.61, -0.34, 5.64], [2.76, 0.12, 4.19], [3.14, -1.32, 4.00], [-0.50, 3.17, -3.74], [0.76, 2.81, -4.26], [0.87, 1.45, -4.76], [2.39, 1.01, -4.82], [2.67, -0.32, -5.53], [2.88, 0.85, -3.53], [-1.36, 3.02, -4.39], [-0.51, 4.23, -3.48], [-0.67, 2.82, -2.73], [0.25, 0.76, -4.18], [0.59, 1.43, -5.81], [2.91, 1.80, -5.35], [3.74, -0.51, -5.48], [2.31, -0.22, -6.55], [2.11, -1.07, -4.96], [2.73, 1.82, -3.31], [3.85, 0.60, -3.62], [-3.92, -1.55, 0.22], [-3.39, -2.06, -0.94], [-3.95, -1.85, -2.15], [-2.88, -2.25, -3.16], [-1.63, -1.31, -3.31], [-3.43, -2.61, -4.44], [-5.00, -1.72, 0.27], [-3.66, -0.49, 0.27], [-3.41, -2.05, 1.04], [-4.84, -2.48, -2.21], [-4.23, -0.81, -2.28], [-2.62, -3.26, -2.84], [-0.75, -1.79, -3.72], [-1.25, -1.03, -2.33], [-1.79, -0.41, -3.91], [-2.76, -3.22, -4.88], [-3.58, -1.80, -5.03], [0.93, 4.21, 0.80], [0.03, 3.11, 0.61], [0.22, 1.92, 1.31], [-0.92, 0.79, 1.09], [-0.65, -0.47, 1.94], [-1.09, 0.37, -0.22], [1.33, 4.57, -0.14], [1.64, 3.97, 1.59], [0.35, 5.09, 1.11], [1.12, 1.49, 0.88], [0.43, 2.09, 2.36], [-1.79, 1.28, 1.53], [0.16, -1.09, 1.54], [-1.54, -1.09, 1.98], [-0.34, -0.36, 2.97], [-1.36, 1.10, -0.86], [-0.33, -0.09, -0.70], [-3.51, 3.42, -0.81], [-4.76, 4.16, -0.99], [-5.65, 3.53, -1.97], [-6.41, 2.24, -1.48], [-6.35, 1.23, -2.66], [-7.75, 2.51, -1.03], [-2.75, 4.15, -0.53], [-3.13, 2.88, -1.68], [-3.55, 2.75, 0.05], [-6.37, 4.31, -2.22], [-4.99, 3.35, -2.82], [-5.74, 1.77, -0.76], [-6.82, 0.31, -2.31], [-5.30, 0.99, -2.83], [-6.76, 1.55, -3.62], [-8.33, 1.68, -1.00], [-7.64, 3.06, -0.19], [5.88, -2.27, -0.96], [4.53, -2.55, -0.72], [3.59, -1.89, -1.48], [2.11, -1.97, -0.90], [1.54, -3.33, -1.39], [1.25, -1.00, -1.47], [5.99, -2.51, -2.01], [6.59, -2.88, -0.40], [6.12, -1.21, -0.81], [3.85, -0.83, -1.58], [3.59, -2.24, -2.51], [2.14, -1.89, 0.19], [0.55, -3.61, -1.01], [2.23, -4.03, -0.91], [1.73, -3.45, -2.45], [0.80, -1.57, -2.17], [1.86, -0.45, -2.07], [0.46, 7.38, -2.87], [1.55, 6.50, -2.70], [2.14, 6.19, -3.95], [3.41, 5.29, -3.95], [3.77, 4.98, -5.47], [3.19, 3.99, -3.30], [-0.08, 7.39, -1.93], [-0.30, 7.31, -3.65], [0.92, 8.33, -3.14], [1.46, 5.65, -4.60], [2.41, 7.04, -4.58], [4.24, 5.82, -3.47], [3.60, 5.87, -6.07], [2.96, 4.43, -5.95], [4.65, 4.38, -5.68], [2.87, 4.30, -2.39], [2.28, 3.66, -3.59], [2.58, -6.63, 7.23], [2.54, -6.20, 5.91], [1.73, -5.04, 5.57], [1.27, -4.95, 4.07], [0.47, -3.75, 3.69], [0.40, -6.11, 3.87], [1.58, -6.73, 7.65], [2.99, -5.82, 7.83], [3.21, -7.50, 7.45], [0.81, -5.17, 6.14], [2.17, -4.15, 6.01], [2.22, -5.02, 3.53], [-0.32, -3.62, 4.44], [-0.21, -3.95, 2.85], [1.12, -2.88, 3.65], [0.82, -6.94, 4.25], [0.40, -6.28, 2.88], [-3.66, -3.34, 3.57], [-3.51, -4.54, 2.74], [-4.64, -5.30, 3.03], [-3.86, -3.46, 4.64], [-4.42, -2.66, 3.19], [-2.75, -2.75, 3.53], [-2.64, -5.16, 2.95], [-3.51, -4.39, 1.66], [-5.47, -4.93, 2.72]],
  "charge": 0,
  "de_lowest_ev": 6.461,
  "e_tot_ev": -67121.40434,
  "e_lumo_ev": 0.57
}

Record 3
{
  "formula": "C34H97N5O19",
  "method": "ωB97M-V/def2-TZVPD",
  "elements": ["C", "C", "O", "O", "H", "H", "H", "H", "H", "H", "C", "C", "O", "O", "H", "H", "H", "H", "H", "H", "C", "C", "O", "O", "H", "H", "H", "H", "H", "H", "C", "C", "O", "O", "H", "H", "H", "H", "H", "H", "C", "C", "O", "O", "H", "H", "H", "H", "H", "H", "C", "C", "O", "O", "H", "H", "H", "H", "H", "H", "C", "C", "O", "O", "H", "H", "H", "H", "H", "H", "C", "C", "C", "O", "C", "N", "H", "H", "H", "H", "H", "H", "H", "H", "H", "H", "H", "C", "C", "C", "O", "C", "N", "H", "H", "H", "H", "H", "H", "H", "H", "H", "H", "H", "C", "C", "C", "O", "C", "N", "H", "H", "H", "H", "H", "H", "H", "H", "H", "H", "H", "C", "C", "C", "O", "C", "N", "H", "H", "H", "H", "H", "H", "H", "H", "H", "H", "H", "C", "C", "C", "O", "C", "N", "H", "H", "H", "H", "H", "H", "H", "H", "H", "H", "H"],
  "coordinates": [[-11.88, -17.74, 7.28], [-10.70, -18.51, 7.91], [-9.70, -17.61, 8.42], [-12.66, -18.71, 6.67], [-11.55, -16.98, 6.57], [-12.35, -17.25, 8.13], [-10.23, -19.00, 7.06], [-11.08, -19.20, 8.66], [-9.45, -17.84, 9.32], [-13.39, -18.16, 6.37], [-4.32, -24.99, 8.19], [-4.69, -24.00, 9.32], [-5.91, -24.30, 9.97], [-4.11, -26.26, 8.67], [-3.35, -24.69, 7.80], [-5.03, -24.88, 7.36], [-4.77, -23.10, 8.71], [-3.89, -23.89, 10.05], [-6.61, -24.04, 9.37], [-4.88, -26.53, 9.19], [-7.64, -23.92, 14.30], [-7.56, -24.11, 12.83], [-6.22, -24.20, 12.52], [-7.22, -22.59, 14.71], [-6.94, -24.57, 14.82], [-8.70, -24.00, 14.53], [-7.96, -23.21, 12.37], [-8.08, -25.03, 12.56], [-6.02, -24.15, 11.58], [-6.34, -22.34, 14.40], [-8.80, -23.62, 5.83], [-7.89, -24.51, 6.84], [-7.68, -23.77, 8.05], [-8.14, -22.42, 5.50], [-9.80, -23.32, 6.14], [-9.00, -24.13, 4.89], [-7.01, -24.79, 6.24], [-8.36, -25.48, 7.00], [-7.75, -22.83, 7.86], [-8.09, -22.33, 4.54], [-5.46, -17.12, 14.16], [-5.17, -15.70, 13.41], [-4.13, -15.03, 13.98], [-4.31, -17.93, 14.31], [-6.26, -17.68, 13.69], [-5.89, -16.92, 15.14], [-6.03, -15.09, 13.71], [-5.07, -15.90, 12.34], [-3.47, -15.68, 14.26], [-4.28, -18.58, 15.02], [-9.14, -14.58, 11.96], [-10.72, -14.67, 11.99], [-11.37, -13.73, 12.86], [-8.90, -13.32, 11.23], [-8.73, -15.35, 11.30], [-8.67, -14.62, 12.94], [-10.99, -15.54, 12.59], [-11.11, -14.80, 10.98], [-10.76, -13.38, 13.52], [-9.46, -12.64, 11.62], [-15.23, -21.48, 10.05], [-14.27, -20.21, 10.14], [-14.65, -19.20, 9.13], [-16.50, -21.05, 9.97], [-15.10, -21.97, 11.01], [-14.97, -22.16, 9.24], [-13.26, -20.58, 9.93], [-14.42, -19.70, 11.09], [-14.54, -19.67, 8.30], [-16.63, -20.92, 9.03], [-11.63, -24.10, 8.55], [-11.45, -25.01, 9.78], [-11.90, -24.44, 11.20], [-11.03, -23.42, 11.61], [-11.00, -23.14, 12.95], [-12.08, -26.26, 9.37], [-12.71, -24.11, 8.35], [-11.05, -24.39, 7.67], [-11.31, -23.10, 8.84], [-10.39, -25.28, 9.88], [-11.69, -25.23, 11.92], [-12.96, -24.24, 11.31], [-10.38, -22.25, 13.06], [-10.59, -23.91, 13.61], [-12.05, -23.02, 13.22], [-12.02, -27.06, 9.97], [-11.76, -26.51, 8.45], [-5.29, -21.43, 3.86], [-4.66, -22.31, 4.95], [-3.10, -22.42, 5.06], [-2.34, -22.56, 3.86], [-1.01, -23.01, 3.86], [-5.22, -22.05, 6.19], [-6.25, -21.13, 4.29], [-5.59, -21.99, 2.97], [-4.73, -20.55, 3.55], [-4.99, -23.33, 4.79], [-2.81, -23.20, 5.76], [-2.74, -21.50, 5.52], [-0.81, -23.28, 2.82], [-1.12, -23.92, 4.45], [-0.28, -22.34, 4.30], [-4.91, -21.18, 6.61], [-6.23, -22.07, 6.17], [-3.02, -20.37, 9.36], [-3.21, -19.29, 8.38], [-1.94, -18.74, 7.69], [-1.20, -19.75, 7.02], [-0.87, -19.50, 5.68], [-4.15, -19.69, 7.40], [-3.84, -21.04, 9.61], [-2.60, -20.14, 10.34], [-2.35, -21.09, 8.89], [-3.77, -18.49, 8.87], [-1.25, -18.28, 8.39], [-2.09, -17.87, 7.05], [-0.09, -18.74, 5.62], [-1.72, -19.07, 5.15], [-0.58, -20.42, 5.17], [-3.72, -20.21, 6.65], [-4.49, -18.87, 6.94], [-6.63, -19.44, 10.81], [-7.34, -20.68, 10.14], [-8.89, -20.80, 10.64], [-9.40, -19.48, 10.43], [-10.47, -19.14, 11.35], [-7.21, -20.64, 8.72], [-5.60, -19.79, 10.79], [-6.95, -19.31, 11.84], [-6.88, -18.58, 10.20], [-6.84, -21.60, 10.44], [-8.79, -21.00, 11.70], [-9.47, -21.52, 10.07], [-11.29, -19.86, 11.34], [-10.83, -18.12, 11.17], [-10.12, -19.13, 12.38], [-7.91, -20.04, 8.30], [-6.26, -20.44, 8.45], [-9.81, -17.65, 15.39], [-10.05, -16.99, 16.74], [-10.13, -15.46, 16.69], [-8.89, -14.71, 16.45], [-7.80, -14.82, 17.31], [-11.30, -17.47, 17.24], [-9.46, -18.68, 15.40], [-9.06, -17.06, 14.86], [-10.66, -17.71, 14.71], [-9.19, -17.05, 17.41], [-10.56, -15.21, 17.66], [-10.85, -15.25, 15.91], [-8.06, -14.57, 18.34], [-7.11, -14.01, 17.08], [-7.09, -15.60, 17.02], [-11.98, -17.04, 16.63], [-11.29, -18.43, 16.95]],
  "charge": 1,
  "spin_multiplicity": 2,
  "de_lowest_ev": 0.000,
  "s2": 0.7543,
  "e_tot_ev": -83164.34980,
  "e_lumo_ev": [-2.55, -7.77]
}